78
Properties=species:S:1:pos:R:3:forces:R:3 method="wB97M-V/def2-TZVPD" spin_multiplicity=2 homo_energy_ev="-10.26 / -10.72" relative_energy_kcal_mol=16.5 charge=+1
Re -1.0012 -0.0407 1.8776 0.3374 -0.0835 -0.1136
C -0.2128 0.7103 -3.7165 0.0059 -0.0334 0.0169
C 0.7944 0.4700 -2.6236 -0.0262 -0.0033 0.0498
C 2.1555 0.4826 -2.9045 -0.0419 0.0052 -0.0498
C 3.0899 0.3627 -1.8869 0.0515 -0.0214 0.0575
C 4.5650 0.3907 -2.1827 -0.0112 0.0073 0.0093
C 2.6543 0.2063 -0.5755 -0.0088 0.0115 -0.0776
C 1.2935 0.1691 -0.2573 0.1351 0.0448 0.0731
C 0.3812 0.3130 -1.3076 0.1619 0.0497 -0.0916
N 0.8289 0.0176 1.0636 -0.0383 -0.0956 -0.0559
C 1.7873 -0.3287 2.1501 -0.0464 -0.0530 0.0557
C 0.9167 -0.4393 3.4095 0.0260 0.0215 0.0168
C 2.4240 -1.7070 1.9407 -0.0178 0.0044 -0.0266
C 2.8695 0.7386 2.4212 -0.0436 0.0347 0.0091
H 0.2342 0.5815 -4.7009 0.0050 -0.0006 0.0047
H -0.6054 1.7300 -3.6655 0.0068 -0.0246 -0.0072
H -1.0631 0.0308 -3.6460 -0.0352 -0.0155 0.0154
H 2.4918 0.6130 -3.9270 -0.0109 -0.0047 0.0044
H 4.7622 0.8052 -3.1699 -0.0031 -0.0012 0.0028
H 4.9868 -0.6160 -2.1543 -0.0052 0.0013 0.0006
H 5.0985 0.9930 -1.4467 0.0054 -0.0020 -0.0042
H 3.4070 0.1301 0.1902 -0.0091 0.0061 -0.0520
H -0.6700 0.3789 -1.0814 -0.1541 -0.0654 0.0634
H 0.1224 -1.2217 3.3029 -0.0037 -0.0060 -0.0236
H 0.5200 0.5287 3.7521 -0.0469 0.0610 -0.0031
H 1.5038 -0.8237 4.2401 0.0118 -0.0247 0.0703
H 1.6784 -2.4971 2.0350 -0.0265 -0.0261 -0.0428
H 3.1834 -1.8740 2.7057 0.0075 0.0037 0.0129
H 2.8992 -1.7868 0.9659 -0.0176 -0.0515 0.0187
H 2.6063 1.6933 1.9729 0.0006 -0.0109 -0.0002
H 3.8398 0.4347 2.0341 0.0022 0.0289 0.0325
H 2.9901 0.8846 3.4959 0.0025 -0.0100 -0.0011
C -1.6023 3.1185 2.5014 -0.0391 0.0264 -0.0341
Si -1.2368 2.2273 0.8632 -0.0811 0.0163 -0.0623
C -2.5711 2.5300 -0.4263 0.0039 0.0292 0.0308
C 0.3071 3.0967 0.2329 -0.0155 0.0153 -0.0301
C 1.2625 3.5920 1.1237 -0.0104 -0.0105 -0.0297
C 2.3843 4.2780 0.6790 -0.0125 -0.0182 -0.0040
C 2.5696 4.4912 -0.6793 0.0077 -0.0038 0.0094
C 1.6195 4.0352 -1.5820 -0.0133 -0.0115 -0.0159
C 0.5005 3.3534 -1.1270 0.0221 0.0574 0.0413
H -1.6180 4.1925 2.2885 -0.0024 -0.0416 0.0137
H -0.8064 2.9684 3.2356 0.0173 -0.0120 0.0255
H -2.5430 2.8616 2.9889 -0.0013 -0.0064 -0.0240
H -2.5812 3.5965 -0.6627 -0.0261 0.0128 -0.0294
H -3.5782 2.2540 -0.1101 0.0339 0.0099 -0.0055
H -2.3626 1.9950 -1.3564 0.0238 -0.0016 0.0105
H 1.1336 3.4505 2.1908 -0.0019 0.0108 0.0234
H 3.1085 4.6525 1.3918 -0.0041 0.0017 -0.0013
H 3.4432 5.0243 -1.0317 -0.0084 0.0035 0.0010
H 1.7475 4.2158 -2.6420 -0.0004 -0.0021 0.0075
H -0.2343 3.0205 -1.8506 0.0130 0.0207 0.0311
Cl -2.9264 -0.3750 3.4133 0.0362 0.0279 -0.0834
C -3.0398 0.3861 1.7151 -0.0980 -0.0489 0.0437
H -3.4672 1.3706 1.8802 -0.0108 -0.0833 0.0139
H -3.7298 -0.2350 1.1452 0.0494 0.0524 0.0998
C -1.6735 -4.8153 -0.2277 0.0215 0.0491 0.0582
N -0.8936 -3.9305 -1.0906 0.0058 -0.0534 -0.0494
C -1.7465 -3.4540 -2.1780 0.0148 -0.0178 0.0673
N -2.9658 -2.7998 -1.7061 -0.0047 0.0726 -0.0225
C -3.6886 -3.7089 -0.8190 0.0231 0.0160 0.0382
N -2.8840 -4.1889 0.3044 0.0065 -0.0204 -0.0412
C -2.5670 -3.1114 1.2359 0.0207 0.0166 -0.0152
P -1.5783 -1.7669 0.4272 -0.1710 0.1419 -0.0678
C -0.2785 -2.8392 -0.3507 0.0066 0.0715 0.0391
C -2.6666 -1.5265 -1.0571 -0.0642 -0.0671 0.0395
H -1.0495 -5.1542 0.6013 0.0057 0.0015 -0.0061
H -1.9694 -5.6855 -0.8144 -0.0207 0.0018 0.0056
H -2.0342 -4.3131 -2.7844 -0.0071 -0.0135 -0.0096
H -1.1792 -2.7617 -2.8027 -0.0094 0.0138 -0.0015
H -4.0037 -4.5738 -1.4033 -0.0007 -0.0084 -0.0021
H -4.5795 -3.2092 -0.4346 -0.0051 0.0126 -0.0168
H -1.9976 -3.5055 2.0822 -0.0017 -0.0238 0.0104
H -3.4913 -2.6902 1.6410 0.0056 -0.0160 -0.0111
H 0.3579 -3.2501 0.4344 0.0124 0.0229 0.0374
H 0.3490 -2.2356 -1.0088 -0.0374 -0.0459 0.0173
H -2.1692 -0.8725 -1.7687 0.0670 0.0839 -0.0823
H -3.6020 -1.0377 -0.7726 0.0373 -0.0291 0.0161

***

73
Properties=species:S:1:pos:R:3:forces:R:3 method="wB97M-V/def2-TZVPD" homo_energy_ev=-12.12 charge=+1
C 1.8875 -1.7756 -0.3628 0.5162 -0.2454 0.1983
N 2.3887 -0.3945 -0.4875 -0.4576 -0.1310 -0.0283
N 3.7153 -0.2994 -0.4605 -0.0545 0.1388 0.0623
C 4.2216 0.9000 -0.5675 0.6662 -0.1416 -0.0853
I 6.3042 1.0774 -0.5292 -0.2469 -0.1450 0.0336
C 3.4517 2.0586 -0.7125 -0.2158 0.1004 -0.0885
C 2.0991 1.9138 -0.7472 0.1577 -0.1600 -0.0293
C 1.5505 0.6279 -0.6351 0.2254 0.4141 -0.0062
C 0.0693 0.4681 -0.7134 -0.4929 -0.1457 -0.2578
N -0.3555 0.4420 -2.1188 0.3554 0.1659 0.2782
H 1.0251 -1.8115 0.2844 -0.2624 0.0792 -0.0527
H 1.6947 -2.1893 -1.3445 -0.2252 0.0579 -0.1733
H 2.6785 -2.3578 0.0901 0.1737 0.0114 0.0361
H 3.9122 3.0277 -0.7972 0.0598 0.1359 0.0330
H 1.4542 2.7689 -0.8466 -0.1387 0.0916 -0.0048
H -0.3275 -0.3565 -0.1317 0.1183 -0.1594 0.2273
H -0.3588 1.3701 -0.2886 0.0058 0.1392 0.1945
H -0.1352 -0.4477 -2.5463 -0.1610 -0.0874 -0.0751
H -1.3594 0.5598 -2.1183 -0.1018 -0.0852 -0.2866
C 3.7004 6.5597 1.1603 0.0246 -0.1290 -0.0708
C 2.3399 5.8923 1.1758 0.1464 0.0303 0.1184
O 2.4283 4.5002 0.8347 -0.0006 -0.0573 -0.1249
H 4.1626 6.4625 0.1773 -0.0303 0.0511 -0.0189
H 3.6173 7.6187 1.4025 0.0012 0.0015 0.0192
H 4.3692 6.0934 1.8879 -0.0232 0.0561 0.0556
H 1.6804 6.3456 0.4389 -0.0426 -0.0723 -0.0316
H 1.8721 5.9916 2.1585 -0.0425 0.0495 -0.0257
H 2.9961 4.0809 1.4893 -0.0182 0.0504 0.0891
C -3.3923 -3.1499 1.1856 0.0491 0.0283 -0.2043
C -2.3578 -2.2607 1.8401 -0.2796 0.0503 -0.0556
O -2.0966 -1.0820 1.0634 0.1356 -0.0107 0.0119
H -3.0644 -3.4486 0.1880 0.0348 -0.0023 0.0189
H -3.5666 -4.0399 1.7856 -0.0433 0.0163 0.0637
H -4.3399 -2.6185 1.0729 -0.0189 -0.0158 0.0745
H -1.4068 -2.7847 1.9378 0.0546 0.0659 0.0044
H -2.6882 -1.9637 2.8397 0.0648 -0.0725 0.0469
H -2.9293 -0.6022 0.9818 -0.0385 0.0158 -0.0047
C -2.0978 -4.8754 5.4752 -0.0050 0.0174 -0.0891
C -3.5388 -4.4474 5.2667 0.0361 -0.2282 -0.0310
O -4.0401 -4.8665 3.9975 0.0877 0.1050 0.0538
H -1.4626 -4.4695 4.6862 -0.0016 0.0389 0.0183
H -1.7217 -4.5312 6.4393 -0.0052 -0.0180 0.0092
H -2.0092 -5.9633 5.4411 -0.0071 -0.0057 0.0679
H -3.6213 -3.3615 5.2850 -0.0612 0.0149 -0.0402
H -4.1758 -4.8484 6.0605 0.0166 0.0807 0.0587
H -3.9943 -5.8271 3.9673 -0.0519 -0.0221 -0.0111
C -4.7713 1.2533 3.9495 0.0242 -0.0345 -0.0523
C -4.5859 2.0533 2.6729 -0.2263 -0.1214 0.0938
O -5.2139 1.4179 1.5595 0.2574 -0.0148 -0.0265
H -4.3744 0.2443 3.8269 0.0413 0.0120 0.0049
H -4.2645 1.7291 4.7900 -0.0214 0.0077 0.0035
H -5.8309 1.1604 4.1955 -0.0009 0.0548 0.0408
H -3.5285 2.1308 2.4215 0.0078 0.0123 -0.0592
H -4.9790 3.0672 2.7943 0.0571 0.0195 0.0096
H -6.1545 1.3481 1.7479 -0.0333 -0.0157 -0.0329
C 6.7977 -2.1374 -4.0436 -0.0569 0.0631 -0.0129
C 7.8275 -1.1851 -4.6236 -0.0480 0.0551 0.2123
O 7.4230 0.1766 -4.4921 -0.0421 -0.0599 -0.1299
H 5.8342 -1.9977 -4.5356 0.0177 -0.0206 -0.0464
H 7.1074 -3.1755 -4.1685 0.0048 -0.0003 0.0207
H 6.6554 -1.9473 -2.9757 0.0569 -0.0466 0.0175
H 7.9562 -1.3644 -5.6889 0.0098 0.0610 -0.0290
H 8.7979 -1.3272 -4.1372 0.0199 -0.0766 -0.0597
H 7.3149 0.3609 -3.5553 0.0101 0.0278 0.0555
C -3.2655 1.3606 -5.1442 -0.0367 -0.0101 0.0120
C -3.4005 -0.0111 -4.5073 0.0965 0.0236 -0.3029
O -4.1698 -0.8931 -5.3118 -0.0341 0.0030 0.2080
H -4.2500 1.7965 -5.3114 -0.0103 0.0064 0.0458
H -2.6857 2.0363 -4.5122 0.0146 -0.0012 -0.0188
H -2.7690 1.2881 -6.1141 0.0649 0.0093 0.0286
H -3.9126 0.0640 -3.5480 -0.0638 -0.0842 -0.0085
H -2.4090 -0.4511 -4.3332 0.0196 0.0651 0.0903
H -3.7284 -0.9841 -6.1615 -0.0323 -0.0069 -0.0425

***

49
Properties=species:S:1:pos:R:3:forces:R:3 method="wB97M-V/def2-TZVPD" smiles="O=S(=O)(/C=C/c1ccccc1)N1CCN(Cc2ccc3c(c2)OCO3)CC1" homo_energy_ev=-8.13 relative_energy_kcal_mol=92.5 charge=0
O -3.4066 -2.0345 2.1732 0.2350 0.2142 0.0202
S -3.3025 -2.1626 0.7495 0.0275 -0.1554 -0.0402
O -4.2490 -2.9735 0.0420 0.1052 0.1763 -0.2647
C -3.3663 -0.5297 0.0258 -0.0785 -0.6215 0.4919
C -3.1695 0.5345 0.7926 -0.0346 -0.3376 0.1894
C -3.1683 1.9334 0.3934 -0.0087 0.4501 -0.1710
C -2.9654 2.9125 1.3685 -0.0309 -0.2263 -0.1118
C -2.9540 4.2529 1.0331 0.0083 0.1449 -0.0219
C -3.1417 4.6409 -0.2836 0.0117 0.0174 0.0705
C -3.3411 3.6796 -1.2623 -0.0143 -0.0117 -0.0965
C -3.3545 2.3390 -0.9301 0.0236 -0.0478 0.1466
N -1.8025 -2.8037 0.4360 -1.0301 0.2362 0.2948
C -1.4748 -3.0948 -0.9353 -0.0386 0.0448 -0.7168
C -0.7225 -1.9402 -1.6016 -0.0375 -0.2143 0.0117
N 0.4525 -1.6148 -0.8154 -0.0141 0.0214 -0.1078
C 1.2965 -0.6227 -1.4601 -0.0191 -0.1189 -0.0418
C 2.6321 -0.5220 -0.7716 0.0663 -0.0243 -0.0019
C 3.3245 -1.6836 -0.4617 -0.1044 0.0972 -0.0745
C 4.5656 -1.6568 0.1670 0.2870 0.2213 0.1367
C 5.0875 -0.4214 0.4653 -0.4012 0.4439 -0.1876
C 4.3983 0.7513 0.1565 0.2509 -0.5632 0.0885
C 3.1697 0.7280 -0.4566 0.2396 0.0754 0.1009
O 5.1356 1.8328 0.5622 -0.4475 -0.0121 -0.2157
C 6.3137 1.3045 1.1334 0.9436 0.6760 0.4916
O 6.2752 -0.1046 1.0717 -0.1749 -0.4472 -0.0899
C 0.0608 -1.1975 0.5202 -0.0096 -0.1491 0.2086
C -0.6838 -2.3377 1.2149 0.3981 0.4863 0.3987
H -3.6094 -0.5301 -1.0206 -0.0002 0.0414 -0.2738
H -2.9834 0.3393 1.8420 0.0101 0.0171 0.1205
H -2.8206 2.6113 2.3958 0.0142 -0.0433 0.1066
H -2.7990 4.9981 1.7991 0.0133 0.0511 0.0618
H -3.1334 5.6879 -0.5472 0.0023 0.0831 -0.0179
H -3.4876 3.9792 -2.2896 -0.0123 0.0148 -0.0770
H -3.5131 1.6000 -1.7003 -0.0166 -0.0746 -0.1057
H -0.8400 -3.9868 -0.9503 -0.0691 0.0357 -0.0175
H -2.4105 -3.3118 -1.4508 0.1550 -0.1065 -0.1488
H -1.3908 -1.0649 -1.7050 0.0658 -0.0630 -0.0670
H -0.4016 -2.2488 -2.5994 -0.0535 0.0377 0.0005
H 0.8127 0.3700 -1.4893 0.0221 -0.0409 -0.0363
H 1.4557 -0.9483 -2.4936 -0.0956 0.0786 0.0111
H 2.8730 -2.6305 -0.7099 -0.0591 -0.1303 -0.0146
H 5.0994 -2.5601 0.4087 0.0759 -0.1392 0.0315
H 2.6478 1.6426 -0.6854 -0.1129 0.1357 -0.0314
H 6.3896 1.6259 2.1848 -0.0905 -0.1127 -0.2341
H 7.1907 1.6743 0.5778 -0.2389 -0.1217 0.0621
H -0.5800 -0.2973 0.4831 0.1413 -0.0629 0.0011
H 0.9645 -0.9560 1.0833 -0.0798 0.0220 0.0453
H 0.0026 -3.1786 1.3579 -0.0583 0.0401 0.0261
H -1.0760 -2.0245 2.1819 0.2340 -0.0382 0.0499

***

| no. | DFT total energy (eV) | M (u) |
| --- | --- | --- |
| 1 | -66469.856 | 704.39 |
| 2 | -44243.124 | 526.48 |
| 3 | -43100.888 | 386.47 |